This record from the Open Molecules 2025 dataset describes a cluster of 9 separate species, C18H52NO17 in total. The level of theory is ωB97M-V/def2-TZVPD.

Properties
HOMO-LUMO gap, eV: 9.36
Relative energy (zero: lowest compared OMol25 entry of this formula, charge and spin), kJ/mol: 0.0
Total energy, hartree: -2050.73664
Net charge: -1
LUMO energy, Eh: 0.0863

Structure (XYZ):
```
88
C18H52NO17 | the Open Molecules 2025 dataset | ωB97M-V/def2-TZVPD
N -19.97423 19.79522 -9.83822
O -19.91180 18.62492 -10.27894
O -19.06491 20.60291 -10.02560
O -20.97816 20.15417 -9.20203
C -21.01753 15.88385 -5.10152
C -21.49595 16.84723 -6.18912
C -20.33741 17.47617 -6.96831
O -22.42372 16.17299 -7.03206
H -20.58398 15.02520 -5.62011
H -21.88750 15.49951 -4.56814
H -20.30990 16.35507 -4.42027
H -22.06572 17.65732 -5.73235
H -20.04557 18.35249 -6.38260
H -20.74833 17.94039 -7.86869
H -19.47470 16.88833 -7.27461
H -21.96878 15.43397 -7.47772
C -16.34417 19.03225 -6.52733
C -16.67384 17.79931 -7.41207
C -17.19094 18.22077 -8.75822
O -15.47978 17.02077 -7.53585
H -17.16207 19.74219 -6.40543
H -15.52084 19.55392 -7.02145
H -15.95311 18.77067 -5.54250
H -17.41265 17.18811 -6.89028
H -17.97018 18.98071 -8.69241
H -17.57742 17.31106 -9.22066
H -16.45660 18.68605 -9.41704
H -15.56832 16.28867 -6.92211
C -17.47436 24.43021 -7.51445
C -17.66299 23.22249 -8.41556
O -18.10764 22.07535 -7.68029
O -18.68739 25.08058 -7.08219
H -16.87625 25.12745 -8.10873
H -16.81416 24.15579 -6.68822
H -16.68579 23.01851 -8.86098
H -18.38647 23.36003 -9.22112
H -18.49736 21.45582 -8.30853
H -18.38196 25.84862 -6.59143
C -21.98876 18.16985 -13.22488
C -20.66032 17.59386 -13.71747
O -19.55658 18.26482 -13.10202
O -22.18858 17.76493 -11.85010
H -22.77377 17.70417 -13.82288
H -22.05496 19.24805 -13.36896
H -20.59815 17.61748 -14.80896
H -20.54610 16.52503 -13.51611
H -19.79742 18.27507 -12.16793
H -21.54236 18.23447 -11.29604
C -20.43922 15.47417 -10.09855
C -20.29995 14.30361 -9.11463
O -21.53266 13.98722 -8.53450
O -21.30522 15.18399 -11.15696
H -19.45405 15.84290 -10.40693
H -20.86134 16.31529 -9.53554
H -19.58133 14.61650 -8.35859
H -19.88462 13.50604 -9.74025
H -22.23200 14.04376 -9.19676
H -21.72265 16.02819 -11.38594
C -24.22513 19.35765 -8.56578
C -23.43009 18.74718 -7.40937
O -23.54474 19.58111 -6.24987
O -23.77464 20.63898 -8.95468
H -25.27452 19.47513 -8.28231
H -24.26757 18.69424 -9.43633
H -22.38943 18.79518 -7.73618
H -23.78249 17.76120 -7.11437
H -22.73766 20.04790 -6.02904
H -22.82511 20.57296 -9.12820
C -22.15006 23.23201 -6.88327
C -21.60419 23.19296 -8.31090
O -20.91853 24.41410 -8.56701
O -21.12260 23.10113 -5.88048
H -22.85613 22.44004 -6.63432
H -22.64739 24.19555 -6.74059
H -22.40795 23.01704 -9.02365
H -20.82688 22.43130 -8.41066
H -20.20971 24.50620 -7.91386
H -20.40488 23.71728 -6.06318
C -19.40421 22.38602 -12.79140
C -19.32099 21.81954 -14.17738
O -18.35517 22.53715 -14.93260
O -18.16846 22.29272 -12.05392
H -20.16345 21.87248 -12.19666
H -19.72647 23.42864 -12.83480
H -20.30207 21.89030 -14.66275
H -19.04162 20.76244 -14.21181
H -18.38771 22.22796 -15.84025
H -18.38274 21.67376 -11.34175
```

This record from the Open Molecules 2025 dataset describes a structure of composition C18H54CuHfN3O13S. The level of theory is ωB97M-V/def2-TZVPD.

Properties
HOMO-LUMO gap, eV: 5.34
Total energy, hartree: -3947.17816
LUMO energy, Eh: -0.1037

Structure (XYZ):
```
91
C18H54CuHfN3O13S | the Open Molecules 2025 dataset | ωB97M-V/def2-TZVPD
Hf 1.08748 4.00337 0.82896
Cu -1.76792 3.60986 -1.74116
S -1.49631 6.19993 -0.12561
O -1.94310 7.18153 0.84110
O -0.55546 6.76144 -1.09905
O -0.79492 5.04465 0.61166
O -2.63724 5.52875 -0.76750
C 0.54482 2.94861 5.04373
C -0.20219 2.76998 3.73754
C -1.68070 2.45079 3.98916
O 0.00800 3.77292 2.81883
H 1.61595 3.15295 4.96814
H 0.44944 2.08171 5.69669
H 0.18688 3.85613 5.54561
H 0.23574 1.81095 3.42270
H -1.93184 1.66895 4.70638
H -2.21489 2.28125 3.05612
H -2.10655 3.33529 4.47803
C 0.42445 0.27773 -0.65461
C -0.75293 1.15583 -0.26873
C -1.56823 0.50011 0.82794
O -0.52052 2.52235 -0.08371
H 0.07465 -0.73453 -0.87097
H 1.03057 0.08755 0.24006
H 1.02899 0.67426 -1.47013
H -1.40228 0.99585 -1.15023
H -0.93868 0.45145 1.72531
H -1.95892 -0.45522 0.48086
H -2.41287 1.09539 1.17937
O 2.13939 2.11749 0.99139
H 2.54889 1.52110 0.35790
C 3.55007 -7.29166 0.15794
C 3.13559 -5.89102 -0.28675
C 3.52709 -4.85775 0.73830
O 2.97016 -3.56531 0.43843
C 3.31616 -2.61703 1.41921
N 3.80913 -5.60013 -1.55995
H 3.37230 -8.00642 -0.63968
H 3.12069 -7.45721 1.14731
H 4.62047 -7.28951 0.38417
H 2.04625 -5.85714 -0.40784
H 4.59150 -4.79375 0.98867
H 3.06737 -5.06288 1.71685
H 3.07813 -2.99840 2.41800
H 2.84993 -1.65163 1.24022
H 4.40085 -2.44555 1.44691
H 3.62002 -4.70048 -1.98390
H 3.50476 -6.25859 -2.26880
C 4.87209 -2.32612 -2.17221
C 3.57231 -1.55698 -2.01132
C 3.47472 -0.49977 -3.09534
O 4.36354 0.59546 -2.97603
C 4.12363 1.48858 -1.92053
N 2.47495 -2.53251 -2.04240
H 4.75652 -3.06169 -2.97296
H 5.09175 -2.98595 -1.32884
H 5.71033 -1.65378 -2.34938
H 3.55456 -1.02527 -1.04893
H 2.47813 -0.03421 -3.00685
H 3.56930 -0.95830 -4.07854
H 5.03583 2.06410 -1.79887
H 3.82832 0.93783 -1.02209
H 3.25013 2.13528 -2.10388
H 1.62599 -2.01101 -1.83683
H 2.58585 -3.15159 -1.22659
C -6.85569 1.28551 -1.76979
C -6.29823 1.18044 -0.34698
C -5.60162 -0.07493 0.12340
O -6.28788 -1.26745 -0.16729
C -5.50677 -2.43742 -0.12422
N -5.52708 2.37922 0.05947
H -6.18754 0.78088 -2.47739
H -6.89450 2.32389 -2.09748
H -7.80391 0.75932 -1.82182
H -7.20898 1.31174 0.25803
H -5.42241 0.03313 1.19883
H -4.66674 -0.16291 -0.45111
H -4.53054 -2.25039 -0.58537
H -6.00751 -3.21610 -0.69677
H -5.32295 -2.85842 0.86908
H -6.02053 3.21579 -0.22345
H -5.37231 2.40633 1.05751
O -3.74920 2.56293 -2.00203
H -4.12468 2.64324 -2.88433
H -4.50999 2.34580 -1.40968
O 2.21719 0.45924 3.04024
H 2.34382 0.96757 2.21209
H 1.26570 0.43591 3.16582
O -0.09900 3.20406 -3.17129
H 0.50432 2.45418 -3.15059
H 0.22886 3.77043 -3.87813
```

This record from the Open Molecules 2025 dataset describes a structure of composition C18H54CuIO18. The level of theory is ωB97M-V/def2-TZVPD.

Properties
HOMO-LUMO gap (alpha / beta), eV: 9.09 / 6.20
2S+1: 2
<S²>: 0.762
Total energy, hartree: -4010.32166
Net charge: +1
LUMO energy (alpha / beta), Eh: -0.0680 / -0.1687

Structure (XYZ):
```
92
C18H54CuIO18 | the Open Molecules 2025 dataset | ωB97M-V/def2-TZVPD
Cu -5.85363 -13.66688 3.22212
I -3.57978 -15.50983 3.18420
C -0.81036 -11.79018 2.62462
C -1.79465 -11.20495 1.53171
O -2.79700 -10.42740 2.06361
O 0.48318 -11.08791 2.62982
H -0.44066 -12.76662 2.31157
H -1.33865 -11.82306 3.57748
H -2.20832 -12.07084 1.01479
H -1.32122 -10.57907 0.77525
H -2.47032 -9.55443 2.29338
H 0.39875 -10.39416 3.28800
C -11.51238 -14.10291 0.83718
C -10.07727 -13.91959 1.28675
O -9.78371 -12.55220 1.41491
O -11.75738 -15.45895 0.48044
H -11.63299 -13.44488 -0.02337
H -12.15317 -13.86781 1.68701
H -9.37600 -14.34900 0.57125
H -9.94533 -14.41902 2.24657
H -10.00932 -12.05839 0.62318
H -11.78214 -15.97398 1.29021
C -6.09855 -10.62885 4.06996
C -7.53642 -11.25479 4.01472
O -7.57993 -12.24352 2.98364
O -5.06908 -11.57168 4.31191
H -6.02058 -9.93907 4.91033
H -5.87669 -10.10891 3.13801
H -8.22496 -10.43462 3.81142
H -7.81615 -11.71751 4.96116
H -8.40744 -12.30731 2.50119
H -4.51790 -11.18263 4.99488
C -7.74205 -17.44385 -0.25179
C -7.23334 -17.55782 1.19681
O -8.33190 -17.22542 1.99545
O -7.56309 -16.05416 -0.68506
H -8.73345 -17.83026 -0.48823
H -7.12412 -18.00580 -0.95213
H -6.43621 -16.83439 1.36806
H -6.83952 -18.56063 1.36227
H -8.93203 -17.96047 2.14089
H -8.35960 -15.87451 -1.18994
C -5.64611 -12.92788 9.01059
C -6.59709 -11.73565 8.77593
O -5.86562 -10.51665 8.81838
O -4.85075 -13.27480 7.87586
H -6.27363 -13.78895 9.24053
H -4.91539 -12.74701 9.79891
H -7.42057 -11.62015 9.48065
H -6.96465 -11.80921 7.75241
H -6.46057 -9.77895 8.66529
H -3.94586 -13.38908 8.17538
C -1.84353 -14.53399 7.26807
C -1.31558 -13.50216 6.22042
O -0.46168 -14.19630 5.30236
O -2.37617 -13.97855 8.43889
H -1.17905 -15.35018 7.55163
H -2.62218 -15.06275 6.71833
H -0.63728 -12.86766 6.79087
H -2.06212 -12.82743 5.80148
H -1.01792 -14.80419 4.80976
H -1.75090 -13.37963 8.85353
C -6.37198 -13.30094 -0.03331
C -5.06242 -12.48157 0.20647
O -4.96828 -12.11660 1.57945
O -6.59216 -14.17542 1.04995
H -6.45036 -13.70003 -1.04458
H -7.22657 -12.62574 -0.07672
H -4.93642 -11.69272 -0.53511
H -4.20840 -13.12452 -0.00655
H -4.22180 -11.53129 1.72702
H -7.13994 -14.87908 0.69444
C -4.82356 -20.63560 4.77619
C -5.59731 -19.36115 4.51099
O -6.77084 -19.24111 5.32476
O -3.65888 -20.52488 4.01276
H -5.56200 -21.41090 4.57195
H -4.60916 -20.69237 5.84339
H -5.90791 -19.48758 3.47386
H -5.15259 -18.36725 4.56089
H -6.52358 -19.29909 6.25056
H -2.89808 -20.79213 4.53368
C -6.93730 -14.58322 5.98552
C -7.55105 -15.59127 4.91545
O -7.36975 -15.22925 3.55864
O -5.73510 -14.20662 5.49995
H -6.75460 -15.06964 6.94371
H -7.48858 -13.65007 6.10140
H -8.63874 -15.59640 4.98614
H -7.12207 -16.57558 5.10306
H -7.89029 -15.83350 3.02431
H -5.21004 -13.98895 6.27360
```